Here is 2 unconnected molecules or ions with the total composition C7H14 at a distorted geometry from the OMol25 dataset. Energies are from wB97M-V/def2-TZVPD.

The multiplicity is 1. The value obtained for the total energy is -7481.111 eV. Its lowest unoccupied orbital energy (alpha / beta) is 0.57 / 0.73 eV.

The geometry in XYZ format:
```
21
Properties=species:S:1:pos:R:3:forces:R:3
C -1.143628 0.417510 -1.227826 0.7 0.2 -0.4
C 0.018837 0.428499 -0.141867 -2.0 -0.1 -0.6
H 1.993898 1.344178 -1.576920 0.1 -0.2 -0.2
H 2.455608 -1.767531 0.820974 -0.1 0.2 0.0
H -1.748527 -1.302761 1.664612 0.0 0.0 -0.1
H -3.164805 -1.167939 0.605582 0.1 -0.1 0.0
H -2.002361 1.029933 0.644939 0.0 -0.1 -0.1
H 1.731288 -0.442541 1.786232 0.1 -0.1 -0.2
H -1.301799 1.384638 -1.690263 -0.1 -0.1 0.0
H 2.056309 0.619397 -1.779091 0.0 0.3 0.0
H 2.784458 -0.065439 0.436808 -0.1 -0.1 0.0
C 0.804856 -0.741292 -0.108456 0.7 -0.6 0.2
H -1.694649 -1.984610 0.028661 -0.1 0.1 0.1
H 1.368341 1.846852 0.816921 -0.1 0.0 -0.1
H 0.490141 -1.629110 -0.645874 0.0 0.2 0.1
H -1.068857 -0.424393 -1.909909 0.0 0.1 0.1
C 2.004239 -0.772773 0.764651 0.1 0.0 0.2
C 0.402172 1.699166 0.350336 0.4 0.6 0.4
H -0.320417 2.505121 0.419510 0.1 -0.1 -0.1
C -2.068145 -1.153929 0.629883 -0.1 0.0 -0.1
C -1.596956 0.177032 0.111087 0.2 0.0 0.7
```
Positions in Å, forces in eV/Å.

Atom charges from the natural (NBO) analysis, given in e for atoms 1 to 6: C -0.368; C -0.159; H -0.003; H 0.218; H 0.222; H 0.219


Here is 2 unconnected molecules or ions with the total composition C22H16BF6N at a distorted geometry from the OMol25 dataset. Energies are from wB97M-V/def2-TZVPD.

The multiplicity is 1. The value obtained for the total energy is -41547.573 eV. Its lowest unoccupied orbital energy is -3.19 eV.

The geometry in XYZ format:
```
46
Properties=species:S:1:pos:R:3:forces:R:3
C -2.213127 1.666042 -0.171552 -0.8 -0.3 -1.8
H -2.474074 -0.485841 1.915834 0.3 0.0 0.5
C 1.121962 -0.905187 2.265946 -0.1 0.2 0.1
H -0.886272 2.918378 0.903028 -0.3 -0.3 0.1
H -1.706808 3.581693 -1.072339 0.0 -0.2 -0.2
C 1.992012 2.025736 0.269863 1.1 1.1 0.5
H 0.246369 -1.429944 1.880823 0.2 0.0 0.3
C -1.456735 0.532809 5.005981 0.0 0.2 -0.5
F 1.971830 4.389562 -0.066360 0.1 0.5 -0.5
C -3.480116 0.211203 -1.651096 -0.3 -0.7 0.1
C 1.812382 -1.331659 3.403893 0.1 -0.1 0.1
C -2.071433 0.189021 2.660360 0.5 0.2 0.2
H 1.453936 -2.206390 3.951881 0.2 0.2 -0.2
C -1.446500 1.981531 0.990068 0.2 0.9 0.4
H 4.767281 2.781615 0.456762 -0.2 0.0 0.2
F 1.012162 3.061015 -1.729898 -0.1 0.3 -0.2
C 1.557829 0.241525 1.604872 0.3 0.3 0.5
F -2.810161 3.292806 -3.432643 0.0 -1.1 1.1
C -1.022830 1.827145 4.685190 -0.2 -0.1 0.1
H 4.708888 2.497811 2.215797 0.0 0.2 -0.2
H -3.054848 -0.281876 0.383520 0.0 0.0 -0.5
H 3.491121 -1.035675 4.737819 -0.1 0.1 -0.3
C 2.742779 0.887320 2.063343 -0.4 -0.5 0.2
H -1.407417 0.137496 6.016146 0.0 0.0 -0.2
N 2.986681 1.963725 1.225034 -1.3 -0.4 -0.8
C -2.220154 2.634321 -1.226955 0.5 -0.4 0.5
H -3.890479 0.904255 -3.667590 0.1 0.0 0.1
C -3.448816 1.123585 -2.701764 0.3 0.3 0.5
B 2.079326 3.214996 -0.842014 -0.1 -0.9 0.6
F -4.080496 -1.009456 -1.874553 0.5 1.3 0.3
C -2.940638 0.459713 -0.395779 0.3 0.3 -0.2
C 3.460492 0.451669 3.167099 -0.2 -0.2 -0.1
F 3.328376 3.052403 -1.462448 -0.2 0.6 -0.2
H 3.824512 3.871351 1.491296 0.0 -0.2 0.0
C 4.135446 2.831476 1.349555 0.3 0.3 -0.1
H -0.741512 3.298473 3.132103 0.0 -0.3 0.1
F -2.320633 -1.545962 4.257486 0.2 1.2 -0.3
C -2.819678 2.342990 -2.437771 -0.3 0.5 -0.7
C -1.568228 1.473691 2.317758 0.2 -0.4 1.1
H 0.218592 0.738259 -0.105817 0.5 0.0 -0.4
C -1.081035 2.290967 3.382400 0.1 -0.2 -0.6
C 2.970026 -0.668074 3.852684 -0.3 0.0 -0.2
C -1.955508 -0.249925 3.971859 -0.2 -0.6 0.1
H -0.638693 2.475830 5.472646 -0.1 -0.2 -0.2
H 4.362909 0.978386 3.469686 -0.2 -0.3 0.1
C 1.061080 1.027373 0.506489 -0.6 -1.2 0.5
```
Positions in Å, forces in eV/Å.

Atom charges from the natural (NBO) analysis, given in e for atoms 1 to 6: C -0.124; H 0.214; C -0.204; H 0.250; H 0.260; C 0.042


Here is 16 unconnected molecules or ions with the total composition C41H50BCl61FN2O7S at a distorted geometry from the OMol25 dataset. Energies are from wB97M-V/def2-TZVPD.

The multiplicity is 1. The value obtained for the total energy is -838723.833 eV. Its lowest unoccupied orbital energy is -2.57 eV. The charge is +1.

The geometry in XYZ format:
```
164
Properties=species:S:1:pos:R:3:forces:R:3
Cl -3.212578 -2.910222 7.302695 0.0 0.0 -0.1
Cl 2.839597 7.537393 11.112421 0.0 -0.1 0.0
C 0.602208 1.183356 -1.516785 -0.9 0.6 -0.2
Cl 7.034969 -9.771123 -9.966912 0.0 -0.1 -0.1
H -3.221037 1.883660 -2.425247 0.0 -0.2 -0.3
Cl 0.340199 6.285168 11.827722 0.1 0.0 0.0
Cl 7.552226 -0.509348 -5.219674 -0.1 -0.1 0.0
H 3.520584 0.376875 0.386750 0.2 -0.6 -0.2
H -4.952479 -4.156335 -2.982950 0.2 -0.4 0.1
Cl 6.869208 6.498484 1.086485 0.0 -0.1 0.0
Cl -5.026259 -8.431409 4.705914 0.0 0.0 0.1
C 0.444889 1.096315 0.011816 0.7 -0.4 -0.1
Cl 1.787668 5.389686 9.496165 0.0 0.0 0.0
H -4.798908 -5.196519 -1.498699 -0.2 0.5 -0.1
N 2.711576 0.166024 -0.180388 -0.3 0.8 0.9
Cl -5.871772 -9.613346 7.198807 0.0 0.1 0.0
Cl 5.952998 -6.575884 -6.509532 0.1 -0.2 -0.2
Cl -7.005954 -3.313323 1.827949 0.1 0.0 0.0
Cl 8.540012 -5.925880 -7.580296 0.1 0.0 -0.1
H -0.598885 0.820361 0.188622 0.3 -0.1 0.1
Cl -5.063175 9.292609 -9.148704 0.0 0.0 0.1
Cl 5.376599 -0.795137 -7.103129 0.0 0.1 0.1
S 0.757689 -2.118895 5.832588 -3.1 -0.7 0.3
Cl -5.619771 -5.777036 1.246157 0.0 0.0 0.1
Cl 2.788823 4.753315 -1.362859 -0.5 -0.6 0.9
Cl 2.575334 1.093503 -6.338564 0.0 0.3 0.3
Cl -5.381601 4.288855 -7.326234 -0.5 -0.8 0.5
C -4.782649 4.569382 0.148527 0.1 0.4 -0.8
Cl -6.194861 -5.054423 3.983206 0.1 0.1 -0.2
C 2.258728 4.164387 1.511788 0.0 0.3 -0.2
H 3.461043 1.680585 2.171271 -0.1 0.5 0.0
C 1.765590 0.368918 2.129124 0.0 1.5 0.7
C 2.316327 -1.558659 5.104879 -0.1 -0.2 -0.2
Cl 2.451971 -0.822580 9.310622 0.0 0.0 0.1
C -2.399088 3.603353 0.390789 -0.4 0.8 0.5
O -4.881022 -3.140138 -1.222414 0.1 -0.2 0.4
Cl -3.731878 -7.674682 7.173076 0.0 0.0 0.0
C 7.185983 5.512953 -0.343584 0.2 0.2 0.1
H -4.817190 -0.990185 0.190681 -0.2 0.0 -0.2
H -1.302542 -0.605061 3.288364 -0.4 1.1 0.8
Cl 5.120663 -5.136453 -3.761419 -0.1 0.0 0.3
H -3.076300 -2.187365 -1.075127 0.0 0.0 -0.4
C -4.919854 3.465221 -5.833511 -0.1 0.0 -0.1
H 1.356315 4.628380 1.918020 0.1 -0.1 -0.3
C -5.074900 8.963079 -7.413104 -0.1 0.1 0.0
H 0.653095 -2.827770 -1.701699 -0.3 -0.2 -0.4
Cl -6.445281 -6.836921 6.656041 0.0 -0.1 0.1
Cl 5.937998 4.253651 -0.475902 0.2 -0.1 0.0
H -3.741465 0.328525 -3.101782 -0.1 0.2 0.3
H -2.860418 3.579575 1.387238 0.2 -0.2 -0.1
H -1.290878 -0.449058 -2.010420 -0.5 -0.1 -0.1
C -0.706443 1.616071 -2.243892 0.4 -1.0 -0.4
H 0.886498 0.217556 -1.956390 0.2 0.2 0.2
Cl 5.652773 -11.897356 -8.589692 0.0 0.0 0.0
C 7.682010 -6.931058 -6.410589 0.0 0.0 0.1
H -2.995563 5.525849 -0.497479 0.3 -0.3 0.1
C -4.489417 -4.264143 -1.990829 0.0 0.1 -0.2
Cl -3.205596 5.589134 -8.907827 0.5 0.3 -0.5
Cl -5.445278 7.251670 -7.143461 0.0 0.4 0.0
C 6.217160 -1.541256 -5.742070 0.1 -0.1 -0.2
Cl 2.276092 1.894855 10.274073 0.0 -0.1 -0.1
H 3.077118 -2.545216 3.403497 0.0 -0.2 -0.2
C -4.075155 -2.021800 -1.512197 -0.3 0.5 0.2
Cl -5.585944 4.336171 -4.445924 0.0 0.0 0.0
Cl 1.806402 1.299087 7.490915 0.0 0.2 -0.2
H -0.472336 -3.971350 -0.945944 0.1 0.1 -0.2
H -1.530288 0.185174 -3.654595 0.1 -0.1 0.3
H -0.824055 4.402769 1.656114 0.3 -0.4 -0.2
O 3.342818 6.080541 0.749677 -0.6 -0.6 -0.1
C -2.245095 4.348508 -9.720785 -0.1 0.1 -0.1
Cl -1.556983 4.999697 -11.212292 0.0 0.0 0.1
C 2.208039 2.811927 -6.097245 -0.1 -0.1 -0.1
H -2.798164 0.231891 -0.215918 -0.1 -0.1 -0.1
H 0.275765 -3.334163 7.442339 0.1 -0.1 0.1
H -1.285502 2.352278 -1.688487 0.4 0.1 -0.1
Cl 2.600836 3.353592 -4.450757 0.1 -0.3 -0.1
H 1.370653 1.915296 -1.756459 0.3 -0.2 -0.1
Cl 8.268227 -6.550998 -4.785973 0.1 0.0 0.0
Cl 3.130685 3.757203 -7.263775 -0.1 0.0 0.1
H 0.780457 0.344843 4.137966 0.2 -1.3 -0.2
H 3.002442 4.231929 2.311562 0.0 -0.3 -0.3
H -1.223991 -1.221191 -0.117828 0.2 -0.1 0.0
C -0.997076 4.227414 0.582579 -0.8 0.6 -0.4
H -4.781344 4.433536 1.233401 -0.1 -0.2 -0.2
Cl 8.771269 4.750656 -0.201461 -0.1 0.0 0.0
C -5.759923 -4.432874 2.388926 -0.1 0.1 -0.1
C 7.004529 -11.511976 -9.663009 0.0 0.0 0.0
C 1.462673 0.025763 0.650426 -0.2 0.8 -1.5
C -0.348974 -2.934840 -1.274993 0.1 0.3 0.8
Cl -1.802487 -4.883886 8.867834 0.1 0.1 0.0
O 1.080238 -2.819082 7.245310 0.9 0.7 -0.9
Cl 2.820209 4.841378 12.143448 0.0 0.0 -0.1
Cl -0.115367 0.494112 9.485991 0.3 0.5 0.0
O -0.175452 -1.048405 6.079647 1.3 0.8 0.1
H -1.272319 0.719419 1.995690 0.4 -1.1 -0.8
H -3.395580 -4.318130 -2.113274 -0.2 0.1 0.1
Cl 8.522373 -11.999185 -8.896138 0.0 0.0 0.0
H -5.191488 5.571651 -0.034627 0.1 -0.2 0.0
C 2.873127 -0.528933 2.775715 -0.5 -0.1 0.5
C -4.641199 -0.753701 -0.869668 0.4 -0.6 0.5
H -5.473671 3.887419 -0.359166 0.1 -0.1 0.4
C -3.748621 1.685026 5.022230 0.0 -0.1 0.1
H -1.135285 -2.733437 -2.004582 0.3 0.1 0.0
C 2.345004 -1.754605 3.552157 0.6 -0.7 0.3
Cl -2.560860 0.443362 5.412163 -0.1 0.2 0.2
C 2.372119 1.813477 2.259789 1.5 -2.1 -0.4
Cl 3.413313 -6.262740 -1.724657 0.0 0.0 0.0
H 3.602491 -0.854797 2.028710 -0.3 0.0 0.0
Cl 7.139858 6.526032 -1.785990 0.0 -0.1 0.1
C -1.644136 0.411948 -2.586350 0.0 1.0 0.0
H 2.625436 2.534859 0.381631 -0.3 -0.4 0.0
F 2.148704 2.329274 3.494049 -0.5 0.5 -0.3
H -4.033865 -1.882731 -2.605829 0.4 -0.1 0.2
Cl -5.264003 1.346217 5.860374 0.1 0.0 -0.1
C -0.459549 -1.992770 -0.007448 -0.1 -0.6 -0.1
H -3.389229 4.143584 -1.497969 0.0 0.1 0.1
H 1.408518 -2.170199 3.174529 0.0 0.4 0.2
Cl 5.092899 -1.783779 -4.389872 0.1 0.1 -0.1
Cl -3.273114 2.959833 -10.101512 0.0 0.0 0.0
O 0.068288 3.516927 -0.063420 1.0 0.1 0.5
C 2.816364 5.073189 0.392744 0.7 1.2 0.2
C 1.601529 0.717675 9.145836 0.1 -0.1 0.3
C -0.728174 0.138378 2.739277 -0.2 -0.4 0.2
H 3.097356 -2.162103 5.576009 -0.1 0.3 0.0
Cl -3.152999 3.424534 -5.708547 0.0 0.0 0.0
C -3.126263 0.795479 -2.323864 0.5 -0.6 0.3
O 1.927651 -2.489668 0.619553 0.0 0.9 0.7
C 1.946283 6.013849 11.145093 0.0 0.1 0.0
C 0.564143 0.275961 3.070188 -0.2 0.3 -0.5
Cl 7.966904 -8.636568 -6.760335 0.0 0.1 0.1
Cl 6.838764 -3.105306 -6.288364 0.0 0.1 0.2
C 5.085913 -6.102036 -2.287650 0.0 0.0 0.0
C -5.268650 -8.141106 6.432691 0.0 -0.1 0.0
Cl -1.430819 -2.062663 9.392141 -0.2 -0.5 -0.1
C -3.353889 4.488938 -0.457961 -0.3 0.0 0.3
Cl -3.932492 -3.337921 10.065107 0.1 0.0 -0.1
C -3.636433 0.408196 -0.904580 -0.8 0.6 -0.7
O 0.128488 -3.148282 5.047899 1.1 -0.4 -0.7
Cl -6.301374 9.964234 -6.628008 0.0 0.0 0.0
H -1.015363 5.225576 0.128827 0.2 -0.2 0.0
H -0.373921 2.038442 -3.198416 -0.3 0.3 0.2
C 0.590584 2.478301 0.691108 -2.6 -1.0 0.3
H 2.443246 -0.495856 5.321472 -0.1 -0.3 0.5
C -2.598066 -3.300123 8.909141 -0.2 0.0 0.1
Cl -0.946524 3.833559 -8.632794 -0.3 0.2 -0.6
Cl 6.051238 -5.298209 -1.043796 0.0 0.0 0.1
Cl -5.546193 1.811302 -5.847810 0.1 0.1 0.0
Cl 5.758845 -7.701567 -2.599062 -0.1 0.0 0.0
Cl -3.135785 3.268480 5.523750 0.0 0.0 -0.1
H 3.431189 0.085401 3.499344 -0.1 -0.1 -0.2
H -5.606740 -0.491925 -1.317492 0.2 0.1 0.0
H 2.866408 -0.633527 -0.773662 0.5 0.0 0.1
Cl 6.810425 -12.376532 -11.190899 0.0 0.0 0.1
H 1.602790 -3.141082 1.259374 0.1 -0.3 -0.7
Cl -4.206858 -3.583844 2.492651 0.0 0.0 0.0
H -2.378435 2.565170 0.047221 0.2 0.2 0.0
H -0.031811 2.414808 1.597824 0.6 0.1 0.2
Cl -4.036862 1.694871 3.269011 0.0 0.0 0.0
H -0.811518 -2.650845 0.809148 0.0 0.3 0.0
Cl 0.475715 3.066110 -6.347509 0.3 -0.2 0.4
H -4.184139 1.284799 -0.526144 0.2 -0.2 0.2
Cl -3.485067 9.331158 -6.731369 0.0 0.0 0.0
N 1.985763 2.729228 1.170398 0.5 1.5 -0.8
B 0.970858 -1.497212 0.415429 -0.6 -0.4 0.7
```
Positions in Å, forces in eV/Å.

Atom charges from the Löwdin analysis, given in e for atoms 1 to 6: Cl 0.540; Cl 0.529; C -0.129; Cl 0.501; H 0.087; Cl 0.530